Record 1
# C9H7N4S

The ion C9H7N4S with charge +1 at a distorted geometry (ωB97M-V/def2-TZVPD, OMol25).

Values from the calculation:
SMILES: C#[N+]c1n[nH]c(=S)n1-c1ccccc1
charge: +1
E_tot: -26230.9290 eV
LUMO level (spin up / spin down): -0.213 / -0.213 Eh
HOMO-LUMO gap (spin up / spin down): 0.211 / 0.211 hartree

CARTESIAN COORDINATES (ANGSTROEM)
C (-2.029, 1.134, 2.810)
N (-1.008, 1.275, 2.255)
C (0.328, 1.277, 1.615)
N (1.326, 2.069, 2.128)
N (2.302, 1.948, 1.330)
C (2.074, 1.085, 0.324)
S (2.998, 0.570, -0.961)
N (0.732, 0.644, 0.502)
C (0.114, -0.326, -0.288)
C (-1.151, 0.003, -0.776)
C (-1.730, -0.775, -1.720)
C (-1.171, -1.963, -2.093)
C (-0.003, -2.352, -1.432)
C (0.781, -1.543, -0.597)
H (-3.035, 1.434, 3.121)
H (3.232, 2.531, 1.495)
H (-1.504, 1.048, -0.653)
H (-2.525, -0.379, -2.352)
H (-1.588, -2.428, -2.966)
H (0.169, -3.359, -1.655)
H (1.686, -1.889, -0.088)

Here are the natural (NBO) charges for atoms 1 to 6, given in e: atom 1 (C): 0.445, atom 2 (N): -0.200, atom 3 (C): 0.404, atom 4 (N): -0.140, atom 5 (N): -0.325, atom 6 (C): 0.185

---

Record 2
# C9H7N5

The molecule C9H7N5 at a distorted geometry (ωB97M-V/def2-TZVPD, OMol25).

Values from the calculation:
SMILES: Nc1ncnc2nn3ccccc3c12
energy above the lowest of the compared OMol25 structures with the same formula, charge and spin: 0.00 kcal/mol
charge: 0
E_tot: -16895.6836 eV
LUMO level: 0.001 Eh
HOMO-LUMO gap: 0.313 hartree

CARTESIAN COORDINATES (ANGSTROEM)
N (1.907, -1.952, -0.738)
C (1.733, -0.693, -1.177)
N (2.593, -0.070, -1.972)
C (2.306, 1.245, -2.249)
N (1.361, 1.984, -1.795)
C (0.481, 1.362, -1.061)
N (-0.636, 1.934, -0.615)
N (-1.112, 1.001, 0.285)
C (-2.278, 1.203, 0.862)
C (-2.708, 0.258, 1.714)
C (-1.906, -0.920, 2.031)
C (-0.795, -1.151, 1.217)
C (-0.368, -0.232, 0.307)
C (0.623, 0.013, -0.606)
H (1.620, -1.898, 0.249)
H (2.932, -2.347, -0.821)
H (3.248, 1.681, -2.667)
H (-2.827, 2.003, 0.534)
H (-3.757, 0.338, 2.205)
H (-2.187, -1.636, 2.765)
H (-0.232, -2.124, 1.534)

Here are the natural (NBO) charges for atoms 1 to 6, given in e: atom 1 (N): -0.779, atom 2 (C): 0.473, atom 3 (N): -0.545, atom 4 (C): 0.288, atom 5 (N): -0.474, atom 6 (C): 0.340

---

Record 3
# C9H7NS

The molecule C9H7NS at a distorted geometry (ωB97M-V/def2-TZVPD, OMol25).

Values from the calculation:
energy above the lowest of the compared OMol25 structures with the same formula, charge and spin: 130.69 kcal/mol
charge: 0
E_tot: -21765.9877 eV
LUMO level (spin up / spin down): -0.015 / -0.017 Eh
HOMO-LUMO gap (spin up / spin down): 0.257 / 0.268 hartree

CARTESIAN COORDINATES (ANGSTROEM)
C (0.903, 1.401, -2.407)
C (0.058, 0.297, -2.503)
C (1.257, 1.881, -1.179)
C (-0.386, -0.353, -1.382)
C (0.562, 1.484, -0.084)
C (-0.224, 0.288, -0.123)
C (-1.486, -0.985, 1.800)
C (-0.597, -0.412, 1.031)
C (-0.726, -1.667, 2.858)
N (0.648, -1.298, 2.519)
S (0.355, -2.920, 2.174)
H (1.417, 1.929, -3.248)
H (-0.097, 0.010, -3.487)
H (1.993, 2.652, -1.182)
H (-0.784, -1.337, -1.680)
H (0.774, 1.875, 0.951)
H (-2.650, -1.044, 1.928)
H (-1.019, -1.800, 4.014)

Here are the natural (NBO) charges for atoms 1 to 6, given in e: atom 1 (C): -0.183, atom 2 (C): -0.220, atom 3 (C): -0.222, atom 4 (C): -0.161, atom 5 (C): -0.150, atom 6 (C): -0.185

---

Record 4
# C9H7O2

The ion C9H7O2 with charge +1 at a distorted geometry (ωB97M-V/def2-TZVPD, OMol25).

Values from the calculation:
energy above the lowest of the compared OMol25 structures with the same formula, charge and spin: 10.41 kcal/mol
charge: +1
E_tot: -13530.4194 eV
LUMO level (spin up / spin down): -0.200 / -0.200 Eh
HOMO-LUMO gap (spin up / spin down): 0.301 / 0.301 hartree

CARTESIAN COORDINATES (ANGSTROEM)
C (0.264, 2.597, -0.269)
C (0.421, 1.946, 1.144)
C (-0.170, 1.581, -1.128)
C (-0.418, -0.933, -1.157)
C (-0.528, -1.912, -0.274)
C (-0.131, 0.420, -0.571)
C (-0.516, 3.052, 0.882)
C (0.295, 0.529, 0.775)
C (0.071, -1.820, 1.114)
O (-1.157, 3.935, 1.328)
O (0.240, -0.418, 1.595)
H (0.853, 3.496, -0.536)
H (1.162, 2.131, 1.960)
H (-0.336, 1.754, -2.220)
H (-0.734, -1.002, -2.242)
H (-0.938, -2.824, -0.581)
H (-0.406, -2.418, 1.881)
H (1.125, -2.121, 1.058)

Here are the natural (NBO) charges for atoms 1 to 6, given in e: atom 1 (C): -0.348, atom 2 (C): -0.435, atom 3 (C): -0.018, atom 4 (C): -0.186, atom 5 (C): -0.179, atom 6 (C): -0.183

---

Record 5
# C9H8BrN

The molecule C9H8BrN at a distorted geometry (ωB97M-V/def2-TZVPD, OMol25).

Values from the calculation:
SMILES: C[C@](Br)(C#N)c1ccccc1
energy above the lowest of the compared OMol25 structures with the same formula, charge and spin: 0.00 kcal/mol
charge: 0
E_tot: -80994.3281 eV
LUMO level: 0.015 Eh
HOMO-LUMO gap: 0.378 hartree

CARTESIAN COORDINATES (ANGSTROEM)
C (-0.652, 2.455, 0.892)
C (0.680, 1.861, 0.500)
Br (1.988, 2.158, 1.953)
C (1.236, 2.333, -0.724)
N (1.681, 2.674, -1.721)
C (0.559, 0.076, 0.244)
C (1.655, -0.725, 0.460)
C (1.594, -2.051, 0.057)
C (0.462, -2.538, -0.573)
C (-0.631, -1.712, -0.769)
C (-0.586, -0.386, -0.366)
H (-1.071, 1.908, 1.734)
H (-1.350, 2.424, 0.059)
H (-0.524, 3.498, 1.185)
H (2.551, -0.346, 0.926)
H (2.448, -2.692, 0.216)
H (0.435, -3.559, -0.927)
H (-1.515, -2.088, -1.262)
H (-1.432, 0.257, -0.541)

Here are the natural (NBO) charges for atoms 1 to 6, given in e: atom 1 (C): -0.632, atom 2 (C): -0.173, atom 3 (Br): 0.046, atom 4 (C): 0.221, atom 5 (N): -0.275, atom 6 (C): 0.158

---

Record 6
# C9H8BrNO

The molecule C9H8BrNO at a distorted geometry (ωB97M-V/def2-TZVPD, OMol25).

Values from the calculation:
energy above the lowest of the compared OMol25 structures with the same formula, charge and spin: 49.79 kcal/mol
charge: 0
E_tot: -83038.3114 eV
LUMO level: -0.088 Eh
HOMO-LUMO gap: 0.193 hartree

CARTESIAN COORDINATES (ANGSTROEM)
C (1.070, -2.535, 0.484)
C (1.849, -1.448, 0.864)
C (-0.101, -2.326, -0.268)
C (1.328, -0.209, 0.838)
C (-0.775, -1.163, -0.126)
C (-0.028, -0.030, 0.405)
C (-2.248, -1.013, -0.509)
C (-0.357, 1.299, 0.060)
C (-1.349, 2.104, -0.791)
N (-2.824, -0.230, 0.382)
O (-2.742, -1.657, -1.410)
Br (-4.581, -0.094, 0.385)
H (1.527, -3.478, 0.627)
H (2.801, -1.513, 1.311)
H (-0.701, -3.040, -0.755)
H (1.756, 0.748, 1.015)
H (0.344, 2.069, 0.447)
H (-2.168, 2.527, -0.215)
H (-2.014, 1.491, -1.388)
H (-0.866, 2.987, -1.372)

Here are the natural (NBO) charges for atoms 1 to 6, given in e: atom 1 (C): -0.053, atom 2 (C): -0.270, atom 3 (C): -0.232, atom 4 (C): -0.077, atom 5 (C): 0.091, atom 6 (C): -0.161